Entry 1:
{"formula": "CH10GaN3PPd", "method": "ωB97M-V/def2-TZVPD", "e_lumo_ev": -7.80, "relative_energy_ev": 0.268, "homo_lumo_gap_ev": 4.54, "charge": 1, "species": ["N", "P", "Ga", "N", "C", "N", "H", "H", "H", "H", "H", "H", "H", "H", "H", "H", "Pd"], "positions_angstrom": [[2.50946, -1.72344, 0.49124], [1.00311, -1.53844, 0.19878], [0.67239, 0.77128, -0.67702], [1.24506, 2.12457, 0.38587], [-1.41680, 0.41217, -0.63408], [-1.96025, 0.64623, 0.67466], [2.76675, -1.83932, 1.47126], [0.07144, -1.75809, 1.22743], [0.56325, -2.23825, -0.93319], [1.21994, 0.92719, -2.12346], [1.84348, 2.77540, -0.11392], [1.65430, 2.00558, 1.30410], [-1.47240, -0.65030, -0.97292], [-1.80064, 1.12343, -1.36843], [-1.31890, 0.65381, 1.45733], [-2.67118, -0.04072, 0.90460], [-2.90901, -1.65110, -1.29224]], "forces_ev_per_a": [[-0.1, -0.5, 0.0], [-0.4, -0.5, 0.4], [0.3, 1.3, -1.3], [0.6, -0.1, 0.4], [-0.7, -1.3, 1.3], [-0.3, -0.3, 0.2], [0.2, 0.5, -0.1], [-0.2, 0.0, 0.0], [0.0, 0.2, -0.3], [-0.1, -0.2, -0.1], [-0.1, 0.0, 0.0], [-0.4, 0.2, 0.2], [0.3, -0.1, -0.3], [0.8, 0.2, -0.2], [0.1, 0.5, -0.1], [0.1, 0.0, 0.0], [-0.1, 0.1, -0.1]]}



Entry 2:
{"formula": "C29H48AlBrF9N2O5", "method": "ωB97M-V/def2-TZVPD", "e_lumo_ev": 1.86, "homo_lumo_gap_ev": 7.56, "charge": -1, "species": ["C", "C", "N", "C", "C", "Al", "C", "C", "N", "C", "C", "C", "C", "O", "O", "C", "C", "C", "C", "C", "C", "C", "C", "C", "O", "C", "C", "Br", "C", "C", "C", "F", "F", "C", "F", "F", "C", "F", "F", "C", "F", "F", "F", "O", "C", "C", "O", "H", "H", "H", "H", "H", "H", "H", "H", "H", "H", "H", "H", "H", "H", "H", "H", "H", "H", "H", "H", "H", "H", "H", "H", "H", "H", "H", "H", "H", "H", "H", "H", "H", "H", "H", "H", "H", "H", "H", "H", "H", "H", "H", "H", "H", "H", "H", "H"], "positions_angstrom": [[6.47059, -2.58442, 2.80277], [6.02902, -1.72800, 1.44262], [4.58354, -2.05331, 1.13241], [3.73058, -0.79572, 1.00322], [2.26975, -1.14851, 1.65748], [0.68576, -0.10570, 0.87993], [-1.05767, -1.16594, 0.67426], [-1.10807, -2.59595, 1.46701], [-1.80298, -3.72324, 0.77760], [-3.29084, -3.67745, 0.77878], [-4.01027, -2.58141, -0.19443], [-1.15956, -4.20814, -0.48182], [-1.35203, -3.64009, -2.00713], [-0.26519, -5.22895, -0.35003], [0.83434, 0.76372, -0.78336], [0.24242, 2.11346, -0.49916], [-1.40195, 2.17619, -0.23558], [-2.28693, 1.73324, -1.55734], [-3.66135, 2.67610, -1.68869], [-5.04800, 1.81464, -1.38242], [-5.03787, 1.49370, 0.24265], [-6.51861, 0.89154, 0.63285], [-6.66264, 1.00522, 2.27775], [-5.55347, 0.03998, 3.02544], [-4.31291, 0.75097, 3.40186], [-3.37919, -0.25586, 3.96427], [1.02494, 2.59629, 0.89277], [0.41776, 4.25888, 1.82165], [2.62049, 2.91489, 0.57216], [2.86770, 3.78391, -0.79619], [3.38065, 2.91967, -2.09030], [3.58955, 1.47187, -1.83489], [2.26518, 2.99459, -3.10679], [4.68146, 3.64302, -2.85292], [4.11437, 4.88152, -3.50500], [5.71148, 4.13248, -1.88721], [5.45564, 2.64965, -3.90167], [6.21851, 1.58186, -3.15440], [6.52626, 3.48367, -4.56365], [4.52946, 2.05906, -5.11797], [3.59890, 3.03326, -5.73260], [5.42150, 1.55669, -6.22896], [3.70314, 0.87195, -4.71911], [0.72097, 1.49606, 1.86732], [4.41677, -2.78500, -0.18276], [3.36704, -4.07361, -0.31528], [5.06544, -2.41628, -1.32090], [6.11438, -2.06626, 3.79191], [7.64068, -2.68866, 2.82706], [5.94980, -3.64908, 2.78147], [6.78672, -2.05355, 0.60789], [6.23059, -0.59824, 1.67235], [4.17040, 0.11613, 1.63160], [3.65786, -0.50789, -0.13192], [2.13338, -2.33259, 1.62805], [2.33930, -0.88255, 2.81752], [-1.91787, -0.49120, 1.15158], [-1.29805, -1.21807, -0.47174], [-1.55507, -2.52682, 2.57069], [0.02721, -2.92863, 1.63022], [-3.64461, -3.42570, 1.89035], [-3.72842, -4.74279, 0.47113], [-3.29574, -1.97859, -0.89795], [-4.88754, -3.04194, -0.85904], [-4.54911, -1.77356, 0.49352], [-2.47774, -3.83786, -2.30589], [-0.99907, -2.53792, -2.17952], [-0.70329, -4.30865, -2.75080], [0.32488, 2.83247, -1.44508], [-1.63614, 3.33406, -0.07125], [-1.71500, 1.64268, 0.75752], [-2.65339, 0.62154, -1.54457], [-1.66553, 1.96172, -2.52714], [-3.70206, 3.23449, -2.74015], [-3.66016, 3.55242, -0.88159], [-4.99194, 0.85825, -2.05723], [-5.98960, 2.49991, -1.63688], [-4.16515, 0.74336, 0.48741], [-4.89079, 2.50020, 0.83179], [-6.53803, -0.22711, 0.26506], [-7.40057, 1.47597, 0.11180], [-6.40076, 2.11742, 2.55934], [-7.74124, 0.75455, 2.65809], [-6.10306, -0.43076, 3.97416], [-5.33347, -0.86309, 2.31006], [-3.74903, -1.36711, 3.76863], [-3.31891, -0.11748, 5.13249], [-2.32838, -0.13272, 3.43189], [3.24701, 1.93039, 0.65938], [2.98293, 3.60860, 1.47284], [3.61884, 4.66378, -0.51127], [1.85765, 4.34351, -1.09968], [2.66146, -3.83965, -1.23156], [3.99555, -5.05117, -0.48791], [2.66740, -4.19231, 0.62109]], "forces_ev_per_a": [[-0.3, 0.0, -0.2], [1.7, -0.8, 1.0], [1.2, 0.5, -2.1], [-1.6, 0.4, 0.5], [0.8, -0.8, 0.7], [0.3, 0.8, -0.4], [-1.7, 0.2, 1.1], [1.8, 0.4, 0.4], [-0.3, -0.4, -1.7], [-1.2, 0.0, -0.2], [-1.2, 1.1, 0.0], [4.7, -4.3, 0.8], [-0.2, -1.2, -0.4], [-5.2, 6.1, -0.8], [-1.4, 2.4, 1.7], [-0.9, -0.1, -0.1], [0.1, 0.7, -0.2], [-0.5, 1.1, 0.0], [-0.5, 0.4, 0.3], [1.4, 1.1, 0.4], [-1.2, 0.0, -1.2], [0.8, -0.1, 0.9], [0.9, 0.1, -0.4], [-1.6, -0.3, 0.0], [-0.9, -2.8, -0.1], [0.5, -0.5, 0.1], [0.0, -2.7, -0.3], [-0.3, -0.1, -0.6], [0.2, 0.2, 1.4], [-0.2, 0.5, 0.6], [-2.0, -0.5, -0.2], [-0.1, 4.7, -1.0], [3.3, -0.5, 2.3], [0.0, 1.6, 0.9], [2.1, -4.0, 1.8], [-3.2, -1.6, -3.0], [3.3, 0.7, 0.0], [-3.1, 3.5, -2.7], [-3.4, -2.6, 1.9], [-1.7, -2.6, -3.0], [3.5, -3.2, 2.4], [-2.9, 1.9, 3.9], [3.1, 4.4, -1.2], [1.3, 1.9, -2.9], [2.3, 0.9, -5.1], [-0.1, 1.1, 0.2], [-3.6, -2.3, 7.1], [0.6, -0.9, -1.9], [-2.3, 0.1, 0.0], [1.2, 2.2, -0.1], [-1.7, 0.7, 1.3], [-0.7, -2.1, -0.6], [-0.6, -2.2, -1.5], [0.1, -0.2, 2.2], [0.4, 2.5, 0.0], [-0.1, -0.6, -2.3], [1.5, -1.3, -1.2], [0.5, -0.2, 2.2], [0.8, 0.0, -2.5], [-2.5, 0.4, -0.4], [0.9, -0.8, -2.4], [1.1, 2.2, 0.8], [-1.3, -1.4, 1.5], [2.0, 0.8, 1.4], [1.2, -1.6, -1.5], [2.2, 0.8, 0.6], [-1.0, -2.0, 0.7], [-1.3, 1.3, 2.0], [0.4, -1.5, 2.0], [0.6, -2.4, -0.3], [0.6, 0.9, -2.0], [1.0, 2.0, 0.0], [-1.0, -0.8, 1.9], [0.0, -1.4, 2.1], [0.2, -1.9, -1.7], [-0.5, 1.7, 1.4], [2.0, -1.7, 0.5], [-1.8, 1.5, -0.3], [-0.1, -2.0, -1.2], [-0.2, 2.1, 0.8], [1.9, -1.1, 1.0], [-0.6, -2.1, -0.4], [2.1, 0.4, -0.7], [1.4, 1.0, -1.7], [-0.1, 1.7, 1.2], [0.7, 2.3, 0.3], [0.1, -0.2, -2.3], [-2.2, -0.1, 1.3], [-1.3, 1.8, -0.6], [-0.7, -1.6, -2.0], [-1.3, -2.2, -1.0], [2.3, -1.5, 0.5], [1.7, -0.6, 1.8], [-1.2, 2.0, 0.3], [1.6, 0.3, -1.8]]}



Entry 3:
{"formula": "C12H22N7OSTi", "method": "ωB97M-V/def2-TZVPD", "e_lumo_ev": -10.87, "homo_lumo_gap_ev": 6.89, "charge": 3, "species": ["Ti", "N", "C", "C", "N", "H", "H", "H", "H", "H", "H", "H", "H", "O", "C", "C", "C", "C", "C", "C", "C", "N", "C", "C", "N", "H", "H", "H", "H", "H", "H", "H", "N", "H", "H", "H", "N", "C", "N", "S", "H", "H", "H", "H"], "positions_angstrom": [[-0.60422, 0.71923, 0.24226], [-2.05042, 1.45576, 1.84345], [-2.19432, 2.94526, 1.68979], [-2.40795, 3.26853, 0.22904], [-1.29296, 2.67067, -0.57283], [-2.98093, 1.04104, 1.79563], [-1.73754, 1.26971, 2.79629], [-1.28085, 3.40756, 2.06277], [-3.02329, 3.31210, 2.29450], [-2.45898, 4.34595, 0.07505], [-3.34784, 2.84866, -0.13322], [-0.49046, 3.29867, -0.53052], [-1.55399, 2.65015, -1.55754], [0.45320, 0.22349, -1.05190], [0.95263, -0.86237, -1.73881], [1.54201, -0.68571, -2.97419], [2.00447, -1.81521, -3.63719], [1.87122, -3.07463, -3.06381], [1.27094, -3.22585, -1.82509], [0.79327, -2.11190, -1.12843], [0.13099, -2.23032, 0.16695], [-0.49484, -1.25405, 0.85895], [-1.00473, -1.83964, 2.01507], [-0.68657, -3.15232, 2.01770], [0.02380, -3.37160, 0.86031], [1.63995, 0.30239, -3.40167], [2.46715, -1.71053, -4.60924], [2.23180, -3.94628, -3.59194], [1.16949, -4.22524, -1.42238], [-1.54699, -1.28181, 2.75833], [-0.89063, -3.93824, 2.72481], [0.40689, -4.26324, 0.58021], [-2.43507, -0.00062, -0.85059], [-2.17644, -0.22714, -1.81264], [-3.24805, 0.60907, -0.92732], [-2.78422, -0.87485, -0.45843], [3.33892, 2.14908, 0.66971], [2.58768, 1.28607, 1.31529], [3.05145, 0.11509, 1.70134], [0.94471, 1.74121, 1.77221], [4.32259, 1.98258, 0.49502], [2.98347, 3.06652, 0.45119], [4.02224, -0.14604, 1.58059], [2.48240, -0.47122, 2.29125]], "forces_ev_per_a": [[0.4, 0.1, -0.3], [0.0, 0.0, 0.0], [-0.1, -0.1, 0.1], [0.0, 0.0, 0.0], [0.0, -0.1, 0.1], [0.0, 0.0, 0.0], [0.0, 0.0, 0.0], [0.0, 0.0, 0.0], [0.0, 0.0, 0.0], [0.0, 0.0, 0.0], [0.0, 0.0, 0.0], [0.0, 0.0, 0.0], [0.0, 0.0, 0.0], [-0.2, 0.0, 0.2], [-0.2, 0.2, 0.2], [0.1, -0.2, 0.0], [0.0, 0.1, 0.0], [0.0, 0.0, 0.0], [0.0, 0.0, 0.0], [0.1, -0.1, -0.1], [0.0, 0.0, -0.1], [0.0, 0.0, 0.0], [0.0, 0.0, 0.0], [0.0, 0.0, 0.0], [0.0, 0.0, 0.0], [0.0, 0.0, 0.0], [0.0, 0.0, 0.0], [0.0, 0.0, 0.0], [0.0, 0.0, 0.0], [0.0, 0.0, 0.0], [0.0, 0.0, 0.0], [0.0, 0.0, 0.0], [0.0, 0.0, 0.0], [0.0, 0.0, 0.0], [0.0, 0.0, 0.0], [0.0, 0.0, 0.0], [0.0, 0.0, 0.0], [0.0, 0.0, 0.0], [0.0, 0.0, 0.0], [0.0, 0.0, -0.1], [0.0, 0.0, 0.0], [0.0, 0.0, 0.0], [0.0, 0.0, 0.0], [0.0, 0.0, 0.0]]}



Entry 4:
{"formula": "C9H10BrN", "method": "ωB97M-V/def2-TZVPD", "e_lumo_ev": [-1.13, -1.14], "relative_energy_ev": 5.121, "homo_lumo_gap_ev": [5.62, 5.61], "species": ["C", "C", "C", "C", "C", "C", "C", "C", "C", "N", "Br", "H", "H", "H", "H", "H", "H", "H", "H", "H", "H"], "positions_angstrom": [[1.73328, 0.64679, -1.74093], [2.55458, 0.80780, -0.69359], [0.36319, 0.39260, -1.30513], [0.53222, 0.34546, 0.07406], [-2.57022, -0.40874, -0.62606], [-0.59983, -0.24978, -2.11713], [-1.82015, -0.82124, -1.77010], [-0.72431, -0.01510, 1.68780], [-0.07122, 0.11143, 3.04269], [1.76517, 0.60718, 0.44555], [-1.28867, -1.85734, 1.12841], [2.11545, 0.49912, -2.73161], [3.71507, 1.04333, -0.65681], [-3.60118, -0.69084, -0.44426], [-2.23435, 0.48790, -0.17416], [-0.16387, -0.61181, -3.01175], [-2.06401, -1.49608, -2.57908], [0.56275, 1.01012, 2.84185], [-0.82912, 0.26615, 3.80037], [0.61251, -0.68528, 3.45575], [2.01271, 0.61834, 1.37413]], "forces_ev_per_a": [[0.3, -0.2, -1.2], [2.7, 0.6, 0.5], [1.0, -0.7, -0.5], [-4.0, -1.0, 5.3], [1.0, -1.5, -2.9], [0.7, -0.1, 2.2], [-0.8, 1.6, 0.3], [0.7, 0.7, -2.9], [2.0, -0.6, -1.0], [0.1, 0.5, -2.6], [-0.1, 0.5, 0.6], [-0.1, 0.4, -0.5], [-2.9, -0.7, 0.0], [0.2, -0.4, 0.0], [0.5, 0.5, 1.0], [0.1, 0.1, -1.2], [-1.1, -0.5, 0.6], [-0.6, -0.2, 0.9], [-0.2, 0.4, 0.0], [-0.4, 0.5, -0.6], [0.9, 0.0, 2.2]]}



Copy entry 3 word for word.
{"formula": "C12H22N7OSTi", "method": "ωB97M-V/def2-TZVPD", "e_lumo_ev": -10.87, "homo_lumo_gap_ev": 6.89, "charge": 3, "species": ["Ti", "N", "C", "C", "N", "H", "H", "H", "H", "H", "H", "H", "H", "O", "C", "C", "C", "C", "C", "C", "C", "N", "C", "C", "N", "H", "H", "H", "H", "H", "H", "H", "N", "H", "H", "H", "N", "C", "N", "S", "H", "H", "H", "H"], "positions_angstrom": [[-0.60422, 0.71923, 0.24226], [-2.05042, 1.45576, 1.84345], [-2.19432, 2.94526, 1.68979], [-2.40795, 3.26853, 0.22904], [-1.29296, 2.67067, -0.57283], [-2.98093, 1.04104, 1.79563], [-1.73754, 1.26971, 2.79629], [-1.28085, 3.40756, 2.06277], [-3.02329, 3.31210, 2.29450], [-2.45898, 4.34595, 0.07505], [-3.34784, 2.84866, -0.13322], [-0.49046, 3.29867, -0.53052], [-1.55399, 2.65015, -1.55754], [0.45320, 0.22349, -1.05190], [0.95263, -0.86237, -1.73881], [1.54201, -0.68571, -2.97419], [2.00447, -1.81521, -3.63719], [1.87122, -3.07463, -3.06381], [1.27094, -3.22585, -1.82509], [0.79327, -2.11190, -1.12843], [0.13099, -2.23032, 0.16695], [-0.49484, -1.25405, 0.85895], [-1.00473, -1.83964, 2.01507], [-0.68657, -3.15232, 2.01770], [0.02380, -3.37160, 0.86031], [1.63995, 0.30239, -3.40167], [2.46715, -1.71053, -4.60924], [2.23180, -3.94628, -3.59194], [1.16949, -4.22524, -1.42238], [-1.54699, -1.28181, 2.75833], [-0.89063, -3.93824, 2.72481], [0.40689, -4.26324, 0.58021], [-2.43507, -0.00062, -0.85059], [-2.17644, -0.22714, -1.81264], [-3.24805, 0.60907, -0.92732], [-2.78422, -0.87485, -0.45843], [3.33892, 2.14908, 0.66971], [2.58768, 1.28607, 1.31529], [3.05145, 0.11509, 1.70134], [0.94471, 1.74121, 1.77221], [4.32259, 1.98258, 0.49502], [2.98347, 3.06652, 0.45119], [4.02224, -0.14604, 1.58059], [2.48240, -0.47122, 2.29125]], "forces_ev_per_a": [[0.4, 0.1, -0.3], [0.0, 0.0, 0.0], [-0.1, -0.1, 0.1], [0.0, 0.0, 0.0], [0.0, -0.1, 0.1], [0.0, 0.0, 0.0], [0.0, 0.0, 0.0], [0.0, 0.0, 0.0], [0.0, 0.0, 0.0], [0.0, 0.0, 0.0], [0.0, 0.0, 0.0], [0.0, 0.0, 0.0], [0.0, 0.0, 0.0], [-0.2, 0.0, 0.2], [-0.2, 0.2, 0.2], [0.1, -0.2, 0.0], [0.0, 0.1, 0.0], [0.0, 0.0, 0.0], [0.0, 0.0, 0.0], [0.1, -0.1, -0.1], [0.0, 0.0, -0.1], [0.0, 0.0, 0.0], [0.0, 0.0, 0.0], [0.0, 0.0, 0.0], [0.0, 0.0, 0.0], [0.0, 0.0, 0.0], [0.0, 0.0, 0.0], [0.0, 0.0, 0.0], [0.0, 0.0, 0.0], [0.0, 0.0, 0.0], [0.0, 0.0, 0.0], [0.0, 0.0, 0.0], [0.0, 0.0, 0.0], [0.0, 0.0, 0.0], [0.0, 0.0, 0.0], [0.0, 0.0, 0.0], [0.0, 0.0, 0.0], [0.0, 0.0, 0.0], [0.0, 0.0, 0.0], [0.0, 0.0, -0.1], [0.0, 0.0, 0.0], [0.0, 0.0, 0.0], [0.0, 0.0, 0.0], [0.0, 0.0, 0.0]]}



Which formula does entry 1 have?
CH10GaN3PPd